The following is a quantum chemistry calculation of C26H33N3O3 in the gas phase, from the Open Molecules 2025 dataset.

## Properties
E_HOMO ... -0.291 hartree
LUMO level ... -1.2 eV
DFT total energy ... -38091.1856 eV

Geometry as ORCA input:
```
! RIJCOSX wB97M-V def2-TZVPD def2/J DEFGRID3
* xyz 0 1
C -2.66 -3.01 -1.01
C -1.90 -1.96 -1.16
C -1.05 -0.60 -0.97
C -1.55 0.76 -1.63
N -2.80 0.86 -2.47
C -3.70 1.78 -1.64
C -5.24 1.25 -1.57
C -5.36 -0.30 -1.07
C -6.08 -0.46 0.38
C -0.77 2.14 -1.43
C 0.52 2.07 -0.53
C 1.03 0.70 0.13
C 0.26 -0.68 -0.07
C 0.77 -2.08 0.59
C 1.75 -2.75 -0.55
N 1.01 -3.74 -1.39
C 1.54 -5.14 -1.26
C 0.26 -6.11 -0.92
C 0.91 -3.33 -2.81
C 2.08 -2.72 -3.73
O -0.23 -3.52 -3.40
C 2.37 0.82 1.05
O 3.26 -0.09 1.08
C 2.48 2.21 1.90
C 3.08 2.08 3.38
N 4.13 3.09 3.73
C 3.58 3.79 4.97
C 2.01 3.45 1.30
C 2.07 4.85 2.09
C 3.20 5.77 2.10
C 1.38 3.42 -0.20
O 1.56 4.36 -1.04
H -3.18 -4.01 -0.77
H -2.56 1.43 -3.31
H -3.35 1.84 -0.53
H -3.64 2.88 -2.02
H -5.74 1.88 -0.72
H -5.84 1.44 -2.53
H -5.98 -0.85 -1.89
H -4.29 -0.70 -0.95
H -5.79 0.38 1.12
H -7.23 -0.53 0.24
H -5.72 -1.44 0.84
H -1.13 3.14 -1.88
H 1.46 -1.79 1.47
H -0.10 -2.78 0.88
H 2.19 -1.86 -1.13
H 2.64 -3.20 0.05
H 2.34 -5.28 -0.45
H 1.92 -5.51 -2.30
H -0.66 -5.53 -0.56
H -0.03 -6.70 -1.88
H 0.54 -6.92 -0.13
H 2.52 -3.55 -4.39
H 2.87 -2.11 -3.14
H 1.57 -1.96 -4.45
H 2.18 2.04 4.11
H 3.58 1.02 3.46
H 4.92 2.53 4.13
H 3.29 2.97 5.75
H 4.36 4.48 5.47
H 2.58 4.34 4.74
H 1.13 5.17 2.70
H 4.14 5.56 2.73
H 3.09 6.74 1.48
*
```


The following is a quantum chemistry calculation of Br2H8O4Pt as an isolated structure, from the Open Molecules 2025 dataset.

## Properties
E_HOMO (spin up / spin down) ... -0.266 / -0.297 hartree
LUMO level (spin up / spin down) ... -0.6 / -0.6 eV
DFT total energy ... -151651.0658 eV

Geometry as ORCA input:
```
! RIJCOSX wB97M-V def2-TZVPD def2/J DEFGRID3
* xyz 0 3
Pt 0.23 -0.11 0.50
Br 0.44 1.77 2.37
Br 1.38 -2.13 1.74
O -0.04 -1.42 -1.30
H 0.62 -1.41 -2.00
H -0.54 -2.24 -1.43
O -1.73 -0.75 1.32
H -2.61 -0.53 1.00
H -1.84 -0.98 2.25
O -1.04 1.39 -0.74
H -1.54 1.26 -1.56
H -0.77 2.32 -0.73
O 2.14 0.79 -0.37
H 2.29 1.63 -0.81
H 3.02 0.40 -0.23
*
```


Among the records above, which one has the lowest DFT total energy? Br2H8O4Pt


What is the DFT total energy in the second record? -151651.0658 eV